C27H35FN4P2Pt as an isolated structure, computed with the ωB97M-V functional and the def2-TZVPD basis.

XYZ file:
```
70
Properties=species:S:1:pos:R:3
Pt 0.4592 -1.2095 2.6784
C -0.8420 0.2192 4.5038
C -1.3652 0.2373 3.2232
C -1.2967 1.4499 2.3243
C -0.1764 1.3657 1.2832
C 1.1088 0.7530 1.7640
C 1.7004 0.9704 3.0126
C 1.1370 1.8630 4.0415
C 0.0731 1.2569 5.0275
C 1.6638 -1.6451 4.3647
H -1.1329 -0.5592 5.2150
H -2.1633 -0.4698 2.9892
H -1.1287 2.3509 2.9318
H -2.2519 1.5297 1.7793
H -0.5488 0.6855 0.4910
H -0.0194 2.3564 0.8273
H 1.8355 0.5011 0.9865
H 2.7214 0.6119 3.1451
H 0.7014 2.7505 3.5888
H 2.0033 2.1944 4.6436
H 0.6394 0.8345 5.8646
H -0.5422 2.0822 5.3921
H 1.4109 -1.0568 5.2633
H 2.7253 -1.4558 4.1559
H 1.5096 -2.7018 4.6172
P 1.4803 -0.9981 -0.5808
P -2.3267 0.2268 -0.7232
N 2.9197 0.0467 -1.0201
N 2.0836 -2.2929 -1.6447
N -2.3949 1.6800 -1.7717
N -3.8329 -0.4620 -1.4485
C 0.3367 -0.1651 -1.7980
C -1.0828 -0.7659 -1.6948
C 4.0440 0.1414 -0.1986
C 4.9910 0.9467 -0.8141
C 4.4449 1.3635 -2.0620
C 3.1698 0.8124 -2.1607
C 2.3133 -3.5943 -1.1855
C 2.7495 -4.3778 -2.2521
C 2.8564 -3.5155 -3.3981
C 2.4283 -2.2501 -3.0051
C -2.7426 2.9309 -1.2297
C -2.5978 3.9212 -2.2003
C -2.1395 3.2722 -3.3976
C -2.0438 1.9076 -3.1045
C -4.6595 -0.0990 -2.5252
C -5.4109 -1.2030 -2.9035
C -5.0568 -2.2851 -2.0356
C -4.1048 -1.8023 -1.1452
H 0.6873 -0.3018 -2.8261
H 0.3523 0.9153 -1.5836
H -1.5120 -0.9788 -2.6856
H -1.0924 -1.7155 -1.1437
H 4.0626 -0.3797 0.7456
H 5.9654 1.2013 -0.4201
H 4.9267 1.9904 -2.8093
H 2.4282 0.9131 -2.9476
H 2.1514 -3.8095 -0.1479
H 2.9474 -5.4330 -2.2233
H 3.1955 -3.7834 -4.3872
H 2.3365 -1.3392 -3.5728
H -3.0597 2.9923 -0.1984
H -2.7883 4.9873 -2.0961
H -1.9045 3.7717 -4.3339
H -1.7523 1.0902 -3.7380
H -4.6760 0.9129 -2.9042
H -6.1189 -1.2480 -3.7236
H -5.4329 -3.2927 -2.0494
H -3.5946 -2.2607 -0.3197
F -0.7677 -2.5847 3.5509
```

Summary:
Energy relative to the best compared isomer or geometry (same formula, charge and spin)   0.00 kJ/mol
2S+1   3
LUMO level (alpha / beta)   -0.2 / -1.2 eV
E_tot   -59063.329 eV
Frontier orbital gap (alpha / beta)   6.248 / 7.128 eV
HOMO energy (alpha / beta)   -6.4 / -8.4 eV

Atom charges from the Löwdin analysis, given in e for atoms 1 to 2: 1.051 -0.136